Record 1
Here is a structure of composition C21H36BeP2Se from the OMol25 dataset. Energies are from wB97M-V/def2-TZVPD.

Geometry as ORCA input:
```
! RIJCOSX wB97M-V def2-TZVPD def2/J DEFGRID3
* xyz 0 1
P 0.957 -1.972 0.860
P -0.173 1.935 1.600
C 0.735 -0.434 -0.252
C 0.329 1.029 -0.015
H 0.038 -0.825 -1.083
H 1.750 -0.354 -0.708
H 1.143 1.698 -0.335
H -0.542 1.257 -0.640
C -1.841 2.585 0.961
H -2.206 3.377 1.634
H -2.575 1.771 0.923
H -1.708 3.001 -0.050
C 0.704 3.532 1.321
H 0.655 3.780 0.251
H 1.751 3.470 1.650
H 0.205 4.327 1.899
C -0.111 -3.267 -0.005
H -0.230 -4.094 0.700
H 0.331 -3.675 -0.912
H -1.103 -2.881 -0.252
C 2.411 -2.582 -0.147
H 3.343 -2.093 0.176
H 2.242 -2.373 -1.222
H 2.536 -3.668 -0.018
Be -0.476 -0.574 -2.715
C 0.078 0.883 -3.220
C -1.317 0.896 -3.072
C -2.320 0.202 -3.912
C -1.900 -1.231 -4.306
C -1.134 -1.970 -3.253
C 0.258 -2.041 -3.146
C 1.268 -1.279 -3.912
C 0.848 0.174 -4.295
C -1.891 -0.909 0.904
H 0.659 1.601 -2.647
H -1.753 1.693 -2.470
H -2.566 0.724 -4.849
H -3.272 0.179 -3.354
H -2.845 -1.766 -4.478
H -1.392 -1.227 -5.275
H -1.718 -2.678 -2.679
H 0.640 -2.866 -2.557
H 1.537 -1.829 -4.821
H 2.199 -1.257 -3.328
H 1.798 0.717 -4.379
H 0.383 0.178 -5.291
H -2.005 -0.097 1.615
H -1.678 -1.855 1.412
H -2.705 -0.961 0.179
Se 1.734 0.691 2.583
C 1.087 0.771 4.331
C -0.022 1.542 4.728
C -0.210 1.802 6.088
C 0.655 1.230 7.038
C 1.694 0.369 6.638
C 1.886 0.111 5.292
H -0.699 1.971 3.981
H -1.025 2.451 6.404
H 0.515 1.448 8.095
H 2.359 -0.091 7.379
H 2.692 -0.546 4.954
*
```

* energy relative to the best compared isomer or geometry (same formula, charge and spin): 128.81 kcal per mole
* LUMO level (spin up / spin down): -0.93 / -0.38 eV
* highest occupied orbital energy (spin up / spin down): -5.8 / -5.8 eV
* gap between HOMO and LUMO (spin up / spin down): 4.9 / 5.4 eV

=====

Record 2
Here is a structure of composition C21H36BrFN2O6S from the OMol25 dataset. Energies are from wB97M-V/def2-TZVPD.

Geometry as ORCA input:
```
! RIJCOSX wB97M-V def2-TZVPD def2/J DEFGRID3
* xyz 0 1
F -2.306 -1.039 -0.934
C -3.514 -0.612 -1.470
C -4.178 -1.731 -2.221
C -3.490 -2.157 -3.557
C -2.266 -1.372 -3.910
C -2.292 -0.164 -4.535
Br -3.955 0.621 -4.996
C -1.104 0.556 -4.842
C 0.112 0.054 -4.509
C 0.197 -1.191 -3.850
N 1.294 -1.824 -3.425
S 0.825 -3.184 -2.746
N -0.781 -3.073 -2.937
C -0.985 -1.913 -3.552
H -4.142 -0.338 -0.623
H -3.362 0.288 -2.057
H -4.192 -2.590 -1.559
H -5.186 -1.406 -2.456
H -4.214 -2.090 -4.358
H -3.236 -3.206 -3.477
H -1.200 1.514 -5.324
H 1.025 0.582 -4.735
C 2.652 6.483 -1.773
O 2.906 5.306 -1.041
C 2.631 5.415 0.345
C 1.960 4.174 0.895
O 0.612 3.989 0.496
C 0.329 3.605 -0.840
C 0.723 2.190 -1.205
O 2.130 2.066 -1.336
C 2.650 0.857 -0.825
H 3.440 7.228 -1.613
H 2.631 6.215 -2.829
H 1.681 6.917 -1.510
H 1.994 6.282 0.550
H 3.584 5.550 0.873
H 1.912 4.297 1.980
H 2.559 3.282 0.704
H 0.737 4.321 -1.556
H -0.760 3.661 -0.919
H 0.267 1.930 -2.170
H 0.332 1.500 -0.449
H 2.214 0.620 0.152
H 3.724 0.984 -0.698
H 2.466 0.032 -1.523
C -0.677 -2.997 6.666
O 0.008 -2.375 5.602
C 1.335 -2.835 5.419
C 1.685 -3.001 3.955
O 1.063 -4.097 3.305
C -0.325 -4.033 3.015
C -0.714 -3.050 1.933
O -0.626 -1.708 2.377
C -0.113 -0.817 1.409
H -0.342 -2.608 7.634
H -1.737 -2.780 6.546
H -0.545 -4.085 6.645
H 1.493 -3.790 5.931
H 2.017 -2.090 5.850
H 2.754 -3.224 3.911
H 1.532 -2.072 3.403
H -0.914 -3.872 3.920
H -0.575 -5.029 2.644
H -1.754 -3.250 1.641
H -0.078 -3.213 1.055
H 0.770 -1.232 0.909
H 0.185 0.094 1.929
H -0.869 -0.567 0.667
*
```

* LUMO level: -0.74 eV
* highest occupied orbital energy: -9.0 eV
* gap between HOMO and LUMO: 8.3 eV

=====

Record 3
Here is a structure of composition C21H36BrGaIN6O from the OMol25 dataset. Energies are from wB97M-V/def2-TZVPD.

Geometry as ORCA input:
```
! RIJCOSX wB97M-V def2-TZVPD def2/J DEFGRID3
* xyz -1 1
O -0.623 -0.537 4.322
C -0.519 -0.135 3.144
N -0.869 0.482 2.054
Ga 0.757 0.194 0.950
Br 1.607 2.424 0.342
I -0.145 -0.884 -1.309
H 1.860 -0.713 1.662
C 2.164 1.285 5.246
C 3.398 0.878 6.045
C 4.675 1.581 5.578
C 4.955 1.240 4.147
N 5.173 0.975 3.037
H 2.257 1.010 4.192
H 1.277 0.780 5.635
H 1.996 2.365 5.306
H 3.524 -0.205 5.972
H 3.230 1.112 7.101
H 5.523 1.264 6.191
H 4.573 2.665 5.673
C -4.655 -2.483 0.237
C -5.045 -2.522 1.711
C -4.951 -1.152 2.388
C -3.543 -0.645 2.319
N -2.436 -0.245 2.266
H -3.613 -2.180 0.103
H -4.764 -3.474 -0.211
H -5.290 -1.787 -0.318
H -4.399 -3.236 2.230
H -6.070 -2.894 1.799
H -5.253 -1.229 3.436
H -5.614 -0.435 1.896
C 1.891 -2.901 4.474
C 2.590 -4.161 4.978
C 2.762 -4.179 6.500
C 3.595 -3.013 6.931
N 4.244 -2.108 7.260
H 2.471 -2.001 4.696
H 1.765 -2.944 3.390
H 0.902 -2.792 4.927
H 3.569 -4.242 4.494
H 2.008 -5.036 4.675
H 3.254 -5.103 6.813
H 1.790 -4.127 6.997
C 1.210 3.723 -3.175
C 1.654 3.505 -4.618
C 0.513 3.043 -5.529
C -0.040 1.741 -5.041
N -0.471 0.718 -4.654
H 0.850 2.798 -2.719
H 2.046 4.078 -2.570
H 0.409 4.468 -3.120
H 2.461 2.766 -4.632
H 2.066 4.439 -5.009
H 0.878 2.916 -6.551
H -0.288 3.787 -5.546
C -2.982 0.511 -10.126
C -2.296 0.181 -8.804
C -2.671 1.148 -7.679
C -2.261 2.540 -8.049
N -1.942 3.628 -8.341
H -2.686 1.495 -10.498
H -2.708 -0.221 -10.889
H -4.070 0.497 -10.017
H -1.212 0.191 -8.955
H -2.569 -0.835 -8.506
H -2.166 0.862 -6.753
H -3.749 1.128 -7.500
*
```

* LUMO level: 2.39 eV
* highest occupied orbital energy: -3.8 eV
* gap between HOMO and LUMO: 6.2 eV